{
  "formula": "C38H88N5O5",
  "method": "ωB97M-V/def2-TZVPD",
  "homo_ev": [-18.19, -18.18],
  "total_charge": 4,
  "multiplicity": 2,
  "lumo_ha": [-0.365, -0.518],
  "homo_lumo_gap_ev": [8.3, 4.1],
  "species": ["H", "H", "O", "N", "H", "O", "H", "C", "C", "H", "H", "C", "H", "H", "H", "H", "H", "N", "C", "H", "C", "H", "H", "H", "C", "C", "H", "H", "H", "H", "H", "H", "H", "H", "H", "C", "C", "H", "H", "H", "C", "H", "H", "H", "H", "H", "O", "C", "H", "H", "C", "H", "C", "H", "H", "C", "H", "H", "H", "H", "H", "C", "H", "H", "C", "H", "C", "H", "H", "H", "H", "H", "C", "C", "H", "H", "H", "H", "C", "H", "C", "N", "C", "H", "H", "H", "C", "H", "H", "C", "C", "H", "H", "H", "H", "C", "H", "H", "H", "H", "H", "H", "H", "H", "N", "H", "H", "O", "C", "C", "C", "C", "H", "C", "H", "C", "H", "H", "H", "H", "C", "C", "O", "C", "H", "H", "H", "N", "C", "H", "C", "H", "C", "H", "H", "H"],
  "xyz": [[1.67, 7.44, -0.90], [-6.33, 2.41, -2.64], [0.46, 1.15, 0.65], [1.54, -4.91, 1.96], [2.60, -6.65, 2.63], [-0.77, -4.46, 4.11], [0.94, -2.84, 1.81], [-0.51, 2.17, -3.99], [2.16, 3.50, 3.76], [-2.67, -2.55, -3.97], [1.05, -6.52, 0.51], [-1.89, -5.35, 4.11], [-4.39, 3.12, -1.31], [1.43, 3.06, 5.76], [-3.19, -4.69, -3.64], [0.78, -4.13, -0.83], [-1.21, 1.10, -5.69], [-4.67, 1.82, 0.40], [2.10, 2.67, 4.99], [-5.07, 1.08, -2.34], [-5.22, 2.61, -0.81], [-1.34, -2.60, -2.78], [-0.29, -5.95, 1.35], [0.04, 2.95, -4.52], [-5.86, 0.97, 0.93], [0.17, 1.98, -2.63], [1.09, 1.40, -2.70], [-2.53, -0.99, 0.65], [-0.60, 1.49, -2.03], [-5.56, 0.77, 1.96], [-2.75, 4.21, 2.14], [3.14, -6.16, 4.87], [1.88, 1.62, 4.81], [0.93, -6.38, 3.19], [4.51, 4.89, 1.75], [2.51, -5.41, 4.38], [-5.86, 1.72, -1.94], [-1.65, -6.22, 3.51], [3.40, 5.51, 3.01], [3.26, -4.69, 4.03], [0.95, -3.58, 2.60], [-6.65, 1.08, -1.54], [-1.53, 2.51, -3.79], [0.04, -2.30, -7.52], [3.57, 6.37, -0.13], [3.94, 0.72, 0.17], [1.36, -0.47, 1.68], [1.36, 6.65, -0.22], [-0.31, -4.63, -3.51], [-1.93, -1.07, -6.27], [-1.10, -1.76, -6.11], [0.57, 6.98, 0.45], [2.57, 4.96, 1.13], [1.72, -5.02, 5.02], [-2.22, -5.82, 5.04], [0.16, -1.42, -6.90], [4.05, 2.04, 5.85], [-0.93, -4.35, -5.12], [5.37, -0.07, 0.80], [3.50, -4.06, 1.71], [-3.96, 0.13, -0.72], [-1.23, -0.30, -4.09], [1.11, 5.94, -1.01], [1.24, -1.05, -3.85], [-2.27, -5.28, -3.64], [0.42, 0.61, -5.02], [-0.56, -3.66, 2.89], [5.68, 2.26, 2.01], [4.78, 2.92, 0.62], [1.92, 4.50, 4.13], [-1.20, 4.61, -1.26], [-1.36, -2.78, -6.39], [-1.44, 4.17, -0.30], [1.92, -5.94, 3.10], [2.84, 7.16, 1.20], [-3.86, -0.63, 1.75], [2.62, 4.23, 0.32], [1.63, -2.67, -6.13], [4.97, 0.89, 0.47], [-5.93, 3.35, -0.44], [3.55, 4.75, 2.25], [-0.87, -1.71, -4.60], [4.83, 2.11, 1.34], [-5.87, -0.01, 0.44], [-0.47, -5.30, -0.96], [1.07, -2.69, -3.95], [2.67, 6.35, 0.49], [-2.82, 1.45, -0.44], [3.32, 1.32, 2.73], [0.72, -1.79, -4.45], [-3.08, -0.18, 1.13], [-0.80, -4.05, 0.16], [2.45, -3.68, 0.42], [-1.89, -5.68, -2.71], [-2.37, -5.98, -4.47], [-0.61, 0.91, -4.79], [-6.80, 1.52, 0.91], [4.73, 4.27, 4.60], [5.32, 2.71, 4.04], [1.41, 3.21, 3.03], [1.55, 4.84, 1.47], [-1.11, -4.11, 2.06], [-5.08, 3.52, 1.52], [0.42, 2.95, -2.21], [0.65, -0.07, 0.75], [5.51, 1.21, -0.43], [-1.07, 3.15, -0.22], [0.18, -0.79, -0.09], [-4.25, 2.81, 1.57], [-1.17, -4.24, -4.07], [4.42, 3.28, 4.27], [-2.85, 3.44, 1.37], [1.52, -3.24, 3.46], [0.02, -4.64, -0.24], [2.12, -0.96, -5.83], [-3.57, 0.82, 0.03], [-2.29, -0.07, -4.03], [-0.96, -0.38, -3.04], [-2.45, 0.38, 1.83], [-2.79, -4.99, 3.61], [3.56, 2.22, 2.14], [2.75, -4.51, 1.06], [-2.77, 4.07, 0.04], [3.55, 2.92, 5.45], [-4.46, 2.32, 2.52], [-1.02, -2.68, 3.01], [3.44, 3.84, 6.01], [3.46, 3.45, 3.09], [0.61, -5.59, 0.86], [2.66, 2.13, 1.54], [-1.62, -2.79, -3.81], [-2.04, 2.76, 1.67], [1.30, -1.68, -5.83], [0.02, -0.47, -7.41], [-0.96, 4.72, 0.51], [3.12, -5.44, 0.63]],
  "mulliken_charge": [0.470, 0.454, -0.197, 0.080, 0.540, -0.389, -0.410, -1.192, -0.842, 0.560, 0.706, -0.751, 0.199, 0.469, 0.374, 0.286, 0.424, 0.228, -0.730, 0.167, -0.259, 0.112, 0.285, 0.433, -1.183, -0.165, 0.422, 0.223, -0.327, 0.520, 0.639, 0.420, 0.216, 0.346, 0.336, -1.219, -1.031, 0.261, 0.664, 0.319, -0.050, 0.317, 0.371, 0.381, 0.455, 0.141, -0.362, -1.166, 0.386, 0.276, -0.565, 0.365, 0.303, 0.297, 0.344, -0.637, 0.343, 0.426, 0.337, 0.413, 0.489, -0.795, 0.168, 0.039, -1.023, 0.191, -0.834, 0.356, 0.219, 0.562, 0.394, 0.546, -0.215, -0.338, 0.435, 0.406, 0.196, 0.326, -1.138, 0.461, -1.259, 0.611, -0.074, 0.424, 0.042, 0.412, -0.808, 0.562, 0.659, -0.427, -0.986, 0.132, 0.362, 0.214, 0.316, -0.196, 0.357, 0.355, 0.475, 0.163, 0.034, 0.417, 0.510, 0.234, 0.978, 0.369, -0.185, -0.390, -0.935, -0.409, -0.667, -0.176, 0.855, -0.299, 0.411, -0.856, 0.493, -0.024, 0.225, 0.321, -0.716, -1.023, -0.416, -0.611, 0.391, 0.457, 0.306, 0.874, -1.035, -0.248, -0.733, 0.014, -0.687, 0.323, 0.219, 0.367]
}


{
  "formula": "C20H15N2O2",
  "method": "ωB97M-V/def2-TZVPD",
  "homo_ev": -11.44,
  "total_charge": 1,
  "multiplicity": 1,
  "lumo_ha": -0.214,
  "homo_lumo_gap_ev": 5.6,
  "species": ["C", "H", "H", "H", "C", "C", "C", "C", "C", "C", "C", "H", "O", "H", "H", "C", "C", "H", "N", "H", "C", "H", "H", "H", "H", "C", "O", "N", "C", "C", "C", "C", "H", "H", "H", "C", "C", "C", "C"],
  "xyz": [[1.14, -0.21, -1.00], [-5.20, -1.85, 1.80], [5.51, -2.66, -4.19], [3.36, 0.91, -5.26], [2.21, -1.20, -1.27], [2.79, -0.01, -3.38], [4.00, -2.02, -2.79], [0.33, -0.37, 0.13], [-5.69, -0.09, 3.31], [-0.84, 1.67, -0.43], [-0.03, 1.82, -1.56], [-6.84, -0.18, 3.17], [2.41, -2.13, -0.49], [0.46, -1.22, 0.79], [-1.61, 2.40, -0.21], [-1.18, -0.23, 3.40], [3.54, 0.09, -4.56], [-0.61, -1.27, 3.27], [-3.22, -1.11, 2.50], [0.37, 1.06, 4.51], [0.95, 0.87, -1.85], [-0.34, 1.92, 2.80], [-2.70, 1.42, 4.95], [-5.51, 1.74, 4.98], [5.09, -0.79, -5.77], [4.51, -0.87, -4.85], [1.61, 1.98, -3.82], [-2.73, -0.22, 3.36], [4.75, -1.92, -3.97], [-3.37, 0.75, 4.24], [3.01, -1.07, -2.50], [-0.33, 0.98, 3.55], [-0.18, 2.68, -2.21], [-1.30, 0.44, 1.28], [4.19, -2.84, -2.10], [-0.67, 0.57, 0.41], [-4.68, -1.04, 2.52], [1.77, 1.02, -3.07], [-4.96, 0.96, 4.32]],
  "mulliken_charge": [-0.186, 0.326, 0.397, 0.456, 0.560, 0.197, -0.542, -0.546, -0.152, -0.911, -0.619, 0.342, -0.675, 0.455, 0.393, -0.385, -0.575, 0.377, -0.568, 0.305, 0.090, 0.311, 0.352, 0.345, 0.399, -0.472, -0.661, 0.623, -0.480, 0.264, 0.220, -0.554, 0.472, 1.082, 0.451, -0.196, -0.170, 0.725, -0.450]
}


{
  "formula": "C3H5F2NO",
  "method": "ωB97M-V/def2-TZVPD",
  "homo_ev": -9.62,
  "total_charge": 0,
  "relative_energy_kj_mol": 381.7,
  "multiplicity": 1,
  "lumo_ha": 0.018,
  "homo_lumo_gap_ev": 10.1,
  "species": ["C", "H", "F", "H", "F", "H", "C", "H", "H", "C", "O", "N"],
  "xyz": [[1.28, -0.43, -1.90], [-0.81, -1.04, 0.58], [1.70, -0.50, -3.15], [0.60, 0.43, -1.80], [0.47, -1.50, -1.56], [-0.82, 0.36, -0.55], [-0.75, 0.04, 0.50], [-1.61, 0.53, 1.13], [2.16, -0.33, -1.34], [0.53, 0.53, 0.96], [2.61, 1.40, 1.45], [1.64, 0.85, 0.98]],
  "mulliken_charge": [0.152, 0.257, -0.250, 0.087, -0.223, 0.255, -0.877, 0.282, 0.194, 0.299, -0.647, 0.470]
}


{
  "formula": "C3H10NO",
  "method": "ωB97M-V/def2-TZVPD",
  "homo_ev": [-22.57, -22.80],
  "total_charge": 2,
  "relative_energy_kj_mol": 299.7,
  "multiplicity": 2,
  "lumo_ha": [-0.295, -0.538],
  "homo_lumo_gap_ev": [14.5, 8.2],
  "species": ["H", "H", "H", "C", "H", "H", "H", "C", "O", "H", "H", "C", "N", "H", "H"],
  "xyz": [[1.80, -0.06, -0.25], [-0.46, -1.36, -0.97], [0.01, 2.24, 0.43], [1.00, 0.29, 0.43], [0.33, -1.20, 1.83], [1.57, 0.59, 1.30], [-1.17, 1.61, -1.66], [0.32, 1.49, -0.35], [-0.95, 1.06, -0.81], [-1.05, -2.44, 0.04], [1.01, 2.01, -1.04], [-0.05, -0.71, 0.94], [-0.23, -1.87, -0.11], [0.71, -2.29, -0.11], [-1.06, -0.31, 1.02]],
  "mulliken_charge": [0.410, 0.315, 0.341, -0.552, 0.375, 0.394, 0.470, -0.189, -0.237, 0.356, 0.459, -0.706, -0.280, 0.370, 0.475]
}


{
  "formula": "C2H2ClFNO2",
  "method": "ωB97M-V/def2-TZVPD",
  "homo_ev": [-4.77, -2.75],
  "total_charge": -1,
  "relative_energy_kj_mol": 609.8,
  "multiplicity": 1,
  "lumo_ha": [0.134, 0.094],
  "homo_lumo_gap_ev": [8.4, 5.3],
  "species": ["H", "H", "F", "O", "C", "N", "C", "O", "Cl"],
  "xyz": [[1.07, 0.03, 1.91], [1.85, 1.33, 0.96], [-2.09, 0.02, -2.02], [-0.56, -2.15, -1.51], [0.98, 0.81, 1.18], [-1.13, 0.02, -0.97], [-0.36, -1.09, -0.86], [0.67, -0.87, -0.10], [-0.43, 1.90, 1.41]],
  "mulliken_charge": [0.221, 0.318, -0.218, -0.689, -0.318, -0.194, 0.634, -0.565, -0.189]
}


{
  "formula": "C5H5NO",
  "method": "ωB97M-V/def2-TZVPD",
  "homo_ev": [-6.34, -10.57],
  "total_charge": 0,
  "relative_energy_kj_mol": 276.3,
  "multiplicity": 3,
  "lumo_ha": [0.033, -0.130],
  "homo_lumo_gap_ev": [7.3, 7.0],
  "species": ["N", "C", "C", "C", "H", "O", "H", "H", "H", "H", "C", "C"],
  "xyz": [[0.47, 0.22, -0.22], [-3.96, 0.63, -0.01], [2.30, -0.82, 0.05], [1.85, 0.65, -0.08], [2.78, -1.11, 0.98], [2.36, 1.71, -0.04], [2.90, -1.18, -0.79], [-1.88, 1.44, 0.24], [-4.94, 0.26, -0.13], [0.18, -1.87, -0.06], [-2.87, 1.08, 0.14], [0.82, -1.01, -0.08]],
  "mulliken_charge": [-0.122, -0.437, -0.129, 0.201, 0.237, -0.403, 0.215, 0.426, 0.380, 0.442, -0.358, -0.452]
}


{
  "formula": "C7H7N2PS2",
  "method": "ωB97M-V/def2-TZVPD",
  "homo_ev": -7.56,
  "total_charge": 0,
  "relative_energy_kj_mol": 257.8,
  "multiplicity": 1,
  "lumo_ha": -0.003,
  "homo_lumo_gap_ev": 7.5,
  "species": ["H", "C", "P", "S", "C", "C", "C", "N", "C", "N", "H", "H", "C", "S", "C", "H", "H", "H", "H"],
  "xyz": [[-3.93, -1.68, -1.11], [-1.19, -0.53, 0.71], [1.35, -0.06, 1.39], [3.02, 3.84, 0.33], [-0.42, -0.03, -0.38], [-2.46, -1.06, 0.46], [3.15, 2.30, 0.39], [3.51, 1.14, 0.52], [-2.98, -1.08, -0.83], [0.82, 0.49, -0.01], [4.16, 0.85, -0.17], [2.39, -1.13, 1.63], [-0.96, -0.06, -1.69], [-0.31, -0.95, 2.22], [-2.22, -0.60, -1.90], [-0.18, -0.09, -2.51], [-2.32, -0.86, -2.97], [-3.09, -1.26, 1.39], [1.63, 0.77, 2.53]],
  "mulliken_charge": [0.237, 0.772, 0.244, -0.318, 0.003, -0.385, 0.535, -0.430, -0.464, -0.453, 0.240, 0.098, -0.453, -0.252, -0.251, 0.242, 0.273, 0.254, 0.108]
}


{
  "formula": "C3H8NO",
  "method": "ωB97M-V/def2-TZVPD",
  "homo_ev": -13.17,
  "total_charge": 1,
  "relative_energy_kj_mol": 299.4,
  "multiplicity": 1,
  "lumo_ha": -0.235,
  "homo_lumo_gap_ev": 6.8,
  "species": ["H", "O", "H", "N", "C", "H", "C", "H", "H", "H", "C", "H", "H"],
  "xyz": [[0.89, -2.16, 1.82], [1.55, -0.10, -0.88], [2.48, -0.41, 0.97], [-1.10, 1.20, 0.09], [1.61, -0.62, 0.46], [-1.59, 1.66, 0.84], [0.63, -1.41, 1.01], [-0.43, -1.33, 0.79], [-0.28, 0.71, 0.21], [-1.71, 0.18, -1.80], [-1.90, 1.00, -1.00], [-2.56, 1.78, -1.20], [2.42, -0.52, -1.31]],
  "mulliken_charge": [0.242, -0.526, 0.416, -0.038, -0.169, 0.299, -0.521, 0.215, 0.145, 0.286, -0.012, 0.313, 0.348]
}


{
  "formula": "C2H6O2P",
  "method": "ωB97M-V/def2-TZVPD",
  "homo_ev": -2.07,
  "total_charge": -1,
  "relative_energy_kj_mol": 237.7,
  "multiplicity": 1,
  "lumo_ha": 0.135,
  "homo_lumo_gap_ev": 5.7,
  "species": ["H", "H", "P", "H", "C", "H", "H", "O", "C", "H", "O"],
  "xyz": [[1.98, 0.97, -1.79], [1.91, -0.62, 0.71], [-2.70, -0.53, 1.05], [0.57, -0.30, -0.49], [2.43, 0.55, -0.90], [-1.99, 1.42, 0.55], [-1.51, -1.37, 1.33], [-3.55, -1.38, 0.24], [1.61, -0.17, -0.16], [3.43, 0.72, -0.48], [-2.18, 0.72, -0.06]],
  "mulliken_charge": [0.253, 0.290, -0.058, 0.161, -0.449, 0.289, -0.142, -0.559, -0.503, 0.227, -0.510]
}


Across the entries above, F_max takes the values 3.05; 6.95; 2.56; 3.41; 3.00; 6.14; 2.57; 7.27; 3.85 eV/A, respectively.